(A)
Density functional theory data (the ωB97M-V functional and the def2-TZVPD basis) for 2 unconnected molecules or ions with the total composition C5H13NO.

XYZ file:
```
20
Properties=species:S:1:pos:R:3:lowdin_spin:R:1
C -2.441 0.421 -1.139 0.0094
C -1.803 1.552 -0.302 0.0017
C -0.484 1.231 0.377 0.0010
C 0.629 1.132 -0.442 0.0903
N 1.498 0.090 -0.419 0.1016
C -0.585 0.828 1.819 0.0394
H -3.226 0.566 -1.929 0.0012
H -1.559 -0.082 -1.658 0.0047
H -2.893 -0.275 -0.401 0.0016
H -1.675 2.486 -0.896 0.0005
H -2.447 1.756 0.581 0.0006
H 0.805 1.936 -1.162 0.0144
H 1.367 -0.744 0.143 0.0833
H 2.327 0.046 -1.005 0.0986
H 0.309 0.224 2.114 0.0275
H -1.424 0.138 2.026 0.0046
H -0.735 1.662 2.525 0.0031
H 4.662 -4.856 -0.268 0.0636
H 3.895 -3.649 0.281 0.1298
O 3.779 -4.463 -0.244 0.3234
```

LUMO (alpha / beta) = 0.131 / 0.129 hartree
Spin multiplicity = 2
Charge = -1
Frontier orbital gap (alpha / beta) = 0.095 / 0.267 hartree

***

(B)
Density functional theory data (the ωB97M-V functional and the def2-TZVPD basis) for 2 unconnected molecules or ions with the total composition C5H13NO.

XYZ file:
```
20
Properties=species:S:1:pos:R:3:lowdin_spin:R:1
C 0.220 -2.024 -1.452 0.0167
C 1.104 -0.809 -1.175 0.0263
C 0.271 0.459 -0.952 0.0782
C -0.367 1.070 -1.932 0.0136
C -1.272 2.270 -1.646 0.0618
N -0.897 -2.218 -0.554 0.0210
H 0.817 -2.934 -1.598 0.0033
H -0.147 -1.887 -2.489 0.0009
H 1.783 -0.695 -2.003 0.0020
H 1.634 -0.957 -0.227 0.0219
H 0.133 0.724 0.087 0.0715
H -0.495 0.810 -2.972 0.0010
H -2.293 2.029 -1.926 0.0061
H -0.846 3.086 -2.245 0.0041
H -1.148 2.669 -0.639 0.0309
H -1.051 -1.511 0.141 0.0386
H -1.642 -2.759 -0.943 0.0082
H 0.501 0.958 5.327 0.1491
H 0.762 1.896 6.460 0.0748
O 1.022 1.012 6.154 0.3701
```

LUMO (alpha / beta) = 0.125 / 0.122 hartree
Spin multiplicity = 2
Charge = -1
Frontier orbital gap (alpha / beta) = 0.080 / 0.340 hartree

***

Short version: (A) is the least stable of them.

***

(A)
Density functional theory data (the ωB97M-V functional and the def2-TZVPD basis) for 7 unconnected molecules or ions with the total composition C4H25N2O7.

XYZ file:
```
38
Properties=species:S:1:pos:R:3:mulliken_charge:R:1
N -1.405 0.676 -0.750 -0.2442
C -0.382 0.975 0.302 0.7067
C -0.789 2.020 1.370 -0.9957
C -1.954 1.437 2.264 -0.5990
O -2.753 0.520 1.505 -0.5856
C 1.012 1.370 -0.337 -1.4952
N 0.836 2.114 -1.525 -0.4988
H -0.923 0.708 -1.667 0.6043
H -1.899 -0.248 -0.580 0.4732
H -2.088 1.468 -0.770 0.3528
H -0.359 -0.061 0.978 -0.1541
H 0.094 2.316 2.003 0.3691
H -0.899 2.923 0.814 0.5400
H -1.499 0.953 3.103 0.3917
H -2.561 2.303 2.703 0.3901
H -3.444 0.210 2.194 0.3424
H 1.680 0.473 -0.519 0.3076
H 1.636 1.745 0.470 0.6478
H 1.622 1.937 -2.224 0.2813
H 0.846 3.168 -1.201 0.2874
H 2.381 -0.593 -2.694 0.3223
H 2.334 -2.135 -2.914 0.2828
O 2.039 -1.344 -3.294 -0.6327
H 2.402 -0.203 2.766 0.3178
H 2.435 0.001 1.250 0.2473
O 2.932 -0.382 1.958 -0.6814
H -3.178 0.176 -3.229 0.3095
H -1.836 -0.686 -3.233 0.3181
O -2.480 -0.256 -2.662 -0.6395
H 2.988 -3.910 -1.243 0.2910
H 3.102 -3.278 0.211 0.2818
O 2.585 -3.345 -0.543 -0.5735
H -1.900 -2.449 2.599 0.3038
H -1.693 -1.060 2.209 0.2619
O -1.165 -1.890 2.218 -0.6047
H 0.967 -2.411 0.020 0.3053
H 0.609 -1.780 -1.229 0.1740
O 0.709 -1.463 -0.322 -0.4055
```

LUMO = -0.098 hartree
Spin multiplicity = 1
Charge = +1
Frontier orbital gap = 0.398 hartree

***

(B)
Density functional theory data (the ωB97M-V functional and the def2-TZVPD basis) for 8 unconnected molecules or ions with the total composition C4H25N2O7.

XYZ file:
```
38
Properties=species:S:1:pos:R:3:mulliken_charge:R:1
C -2.206 1.076 1.964 -1.7082
C -0.921 0.197 1.942 0.1614
C 0.254 1.170 1.854 -0.7774
N 1.632 -1.324 1.076 -0.1114
C 2.020 -0.167 0.592 -0.1300
N 1.294 0.915 0.776 0.0212
H -2.409 1.398 0.941 0.2974
H -3.086 0.451 2.127 0.4277
H -2.184 1.865 2.706 0.4364
H -0.977 -0.437 1.060 0.2984
H -0.923 -0.430 2.826 0.2296
H 0.850 1.187 2.772 0.2030
H -0.078 2.156 1.546 0.4978
H 2.110 -2.130 0.709 0.2356
H 0.862 -1.494 1.716 0.2242
H 2.960 -0.160 0.060 0.4877
H 1.544 1.799 0.361 0.2364
H 1.999 1.486 -2.755 0.3149
H 1.887 2.865 -2.242 0.2959
O 1.353 2.202 -2.698 -0.5859
H 2.111 -1.679 -2.179 0.3627
H 2.766 -2.985 -1.654 0.3059
O 2.556 -2.076 -1.413 -0.6045
H -0.685 2.698 -1.798 0.2980
H -1.355 3.335 -0.621 0.2765
O -0.482 3.057 -0.927 -0.5615
H 1.742 -0.233 -4.143 0.3012
H 0.660 0.125 -3.160 0.2991
O 1.389 -0.498 -3.283 -0.7017
H -4.112 -1.176 -0.544 0.2993
H -2.841 -0.280 -0.407 0.3175
O -3.663 -0.551 0.029 -0.5919
H -0.530 -0.390 -1.284 0.3069
H -1.228 -1.149 -2.377 0.2999
O -1.339 -0.892 -1.453 -0.6331
H 0.018 -3.852 2.214 0.3144
H -0.967 -3.041 2.935 0.3291
O -0.020 -3.037 2.734 -0.6724
```

LUMO = -0.104 hartree
Spin multiplicity = 1
Charge = +1
Frontier orbital gap = 0.395 hartree

***

Short version: (A) is the least stable of them.

***

(A)
Density functional theory data (the ωB97M-V functional and the def2-TZVPD basis) for 2 unconnected molecules or ions with the total composition CH6N2.

XYZ file:
```
9
Properties=species:S:1:pos:R:3:mulliken_charge:R:1
H -2.175 1.183 -0.016 0.1870
N -1.391 0.567 0.030 -0.1616
N -1.647 -0.610 0.058 -0.2423
H -2.667 -0.816 -0.112 0.2035
C 1.572 -0.066 0.036 -1.0086
H 2.547 0.196 -0.402 0.2965
H 0.902 0.565 -0.430 0.2699
H 1.593 0.068 1.112 0.2190
H 1.265 -1.087 -0.277 0.2366
```

LUMO = 0.033 hartree
Spin multiplicity = 1
SMILES string = [H]/N=N\[H].C
Charge = 0
Frontier orbital gap = 0.379 hartree

***

(B)
Density functional theory data (the ωB97M-V functional and the def2-TZVPD basis) for 2 unconnected molecules or ions with the total composition CH6N2.

XYZ file:
```
9
Properties=species:S:1:pos:R:3:mulliken_charge:R:1
C 1.068 0.261 -0.052 -0.6510
N -1.893 0.059 -0.130 -0.5098
N 0.297 -0.900 0.188 -0.4839
H 1.151 0.782 0.891 0.2570
H 2.226 0.057 -0.141 0.2621
H 0.637 0.789 -0.848 0.3577
H -2.420 -0.765 0.009 0.2328
H -1.850 0.724 0.658 0.2262
H -0.109 -1.069 -0.716 0.3088
```

LUMO (alpha / beta) = 0.001 / -0.012 hartree
Spin multiplicity = 1
Charge = 0
Frontier orbital gap (alpha / beta) = 0.378 / 0.339 hartree

***

(C)
Density functional theory data (the ωB97M-V functional and the def2-TZVPD basis) for a single CH6N2 molecule.

XYZ file:
```
9
Properties=species:S:1:pos:R:3:mulliken_charge:R:1
C 0.217 -0.145 0.856 -0.7244
N 0.783 -0.135 -0.528 -0.3499
N -0.364 -0.046 -1.520 -0.5306
H -0.706 -0.674 0.737 0.2967
H 0.856 -0.864 1.365 0.2895
H 0.103 0.814 1.281 0.2762
H 1.388 0.596 -0.705 0.2301
H -0.801 -0.927 -1.383 0.2682
H -0.972 0.822 -1.333 0.2443
```

LUMO = 0.043 hartree
Spin multiplicity = 1
SMILES string = CNN
Charge = 0
Frontier orbital gap = 0.376 hartree

***

Short version: (B) is the least stable of them.

***

(A)
Density functional theory data (the ωB97M-V functional and the def2-TZVPD basis) for a single CH6N2 molecule.

XYZ file:
```
9
Properties=species:S:1:pos:R:3:mulliken_charge:R:1
N -1.252 -0.246 0.357 -0.5963
C 0.227 -0.250 0.487 -0.4640
N 1.020 0.289 -0.566 -0.5066
H -1.591 -0.674 -0.629 0.2630
H -1.528 0.768 0.624 0.2399
H 0.812 0.257 1.285 0.3490
H 0.429 -1.311 0.584 0.3487
H 1.020 -0.076 -1.436 0.1740
H 0.863 1.242 -0.706 0.1922
```

LUMO = 0.043 hartree
Spin multiplicity = 1
SMILES string = NCN
Charge = 0
Frontier orbital gap = 0.369 hartree

***

(B)
Density functional theory data (the ωB97M-V functional and the def2-TZVPD basis) for a single CH6N2 molecule.

XYZ file:
```
9
Properties=species:S:1:pos:R:3:mulliken_charge:R:1
N 0.075 0.673 -1.107 -0.5873
C -0.533 -0.254 -0.097 -0.3745
N 0.071 -0.410 1.201 -0.5612
H 0.592 1.386 -0.599 0.2200
H 0.731 0.185 -1.707 0.2179
H -1.481 0.293 0.086 0.2764
H -0.758 -1.228 -0.527 0.3635
H 0.870 -1.087 1.129 0.2262
H 0.433 0.442 1.622 0.2191
```

LUMO = 0.043 hartree
Spin multiplicity = 1
SMILES string = NCN
Charge = 0
Frontier orbital gap = 0.381 hartree

***

Short version: (A) is the least stable of them.

***

(A)
Density functional theory data (the ωB97M-V functional and the def2-TZVPD basis) for a gas-phase ion, HO5S2 (charge -1).

XYZ file:
```
8
Properties=species:S:1:pos:R:3:mulliken_charge:R:1
O 1.785 0.444 0.954 -0.4708
O -0.753 -0.132 1.852 -0.5094
O 0.002 0.088 -1.077 -0.7210
O 0.066 2.107 2.165 -0.4773
O 2.899 0.815 -1.290 -0.5037
S 0.311 0.706 2.270 0.5915
S 1.731 1.150 -0.475 0.7256
H -0.248 0.099 -0.132 0.3651
```

LUMO = 0.134 hartree
Spin multiplicity = 1
Charge = -1
Frontier orbital gap = 0.334 hartree

***

(B)
Density functional theory data (the ωB97M-V functional and the def2-TZVPD basis) for 2 unconnected molecules or ions with the total composition HO5S2.

XYZ file:
```
8
Properties=species:S:1:pos:R:3:mulliken_charge:R:1
O -0.569 0.686 0.656 -0.3877
O -2.321 -0.373 -1.094 -0.5074
O 2.109 -0.894 -0.484 -0.8791
O -2.188 -1.596 1.000 -0.4964
O 1.147 2.377 0.396 -0.4439
S -1.460 -1.050 -0.128 0.7720
S 0.418 1.315 -0.268 0.7512
H 2.864 -0.465 -0.078 0.1913
```

LUMO (alpha / beta) = 0.100 / 0.100 hartree
Spin multiplicity = 1
Charge = -1
Frontier orbital gap (alpha / beta) = 0.267 / 0.264 hartree

***

Short version: (B) is the least stable of them.

***

(A)
Density functional theory data (the ωB97M-V functional and the def2-TZVPD basis) for a single C15H21N3O molecule.

XYZ file:
```
40
Properties=species:S:1:pos:R:3:mulliken_charge:R:1
C -2.307 1.496 2.802 -1.2028
C -2.947 1.393 1.422 -0.6825
C -1.941 1.085 0.312 -0.2842
C -0.970 2.234 0.055 -0.2989
C 0.026 1.920 -1.067 -1.3130
N 0.884 0.816 -0.725 0.3195
C 0.814 -0.479 -1.157 0.7747
C -0.140 -0.956 -2.201 -0.6723
N -0.138 -2.398 -2.243 -0.2064
C -1.290 -3.105 -2.136 0.7933
C -1.071 -4.596 -2.002 -1.2281
O -2.383 -2.581 -2.182 -0.6412
N 1.697 -1.261 -0.602 -0.7169
C 2.405 -0.467 0.265 0.1640
C 3.460 -0.777 1.114 -0.6867
C 3.988 0.245 1.875 -0.4439
C 3.492 1.547 1.799 -0.7133
C 2.443 1.875 0.963 -0.7997
C 1.902 0.852 0.200 0.8677
H -3.074 1.611 3.564 0.3792
H -1.639 2.351 2.867 0.3147
H -1.736 0.596 3.024 0.3046
H -3.467 2.325 1.191 0.3421
H -3.691 0.594 1.439 0.3528
H -1.381 0.187 0.583 0.2340
H -2.493 0.871 -0.606 0.2521
H -0.410 2.450 0.966 0.2496
H -1.528 3.131 -0.222 0.3829
H -0.509 1.674 -1.988 0.4403
H 0.655 2.796 -1.256 0.4078
H -1.167 -0.640 -1.990 0.2841
H 0.155 -0.549 -3.180 0.1079
H 0.747 -2.826 -2.014 0.3301
H -2.030 -5.105 -2.021 0.3416
H -0.450 -4.959 -2.818 0.3328
H -0.569 -4.809 -1.061 0.3080
H 3.846 -1.782 1.166 0.4496
H 4.809 0.039 2.546 0.3786
H 3.940 2.317 2.411 0.3882
H 2.070 2.887 0.906 0.3897
```

LUMO = 0.030 hartree
Spin multiplicity = 1
SMILES string = CCCCCn1c(CNC(C)=O)nc2ccccc21
Charge = 0
Frontier orbital gap = 0.344 hartree

***

(B)
Density functional theory data (the ωB97M-V functional and the def2-TZVPD basis) for a single C15H21N3O molecule.

XYZ file:
```
40
Properties=species:S:1:pos:R:3:mulliken_charge:R:1
C 2.932 -3.563 2.033 -1.2787
C 3.679 -2.402 1.326 -1.1576
C 3.090 -1.964 -0.034 -0.7016
C 1.775 -1.562 -0.053 -0.1406
C 1.728 -0.273 0.977 -1.5915
N 0.126 0.062 0.680 0.1747
C -0.328 0.952 -0.207 0.8873
C 0.581 1.669 -1.191 -1.1676
N -0.198 2.416 -2.018 -0.1626
C -0.077 2.080 -3.447 0.6001
C -1.301 2.408 -4.515 -1.0265
O 0.999 1.482 -3.736 -0.6423
N -1.539 1.252 -0.197 -0.6898
C -2.175 0.441 1.000 0.1633
C -3.400 0.101 1.427 -0.6457
C -3.328 -0.769 2.256 0.0372
C -2.424 -1.291 2.985 -0.8805
C -1.104 -1.268 2.401 -0.2662
C -0.825 -0.220 1.529 0.6755
H 2.985 -4.290 1.482 0.5411
H 1.852 -3.366 2.272 0.2208
H 3.305 -3.971 3.147 0.2790
H 4.573 -2.704 1.422 0.8063
H 3.596 -1.762 2.029 0.5186
H 3.978 -1.313 -0.348 0.2568
H 3.380 -2.931 -0.621 0.3964
H 1.189 -2.492 0.175 0.3183
H 1.624 -1.346 -0.987 0.4376
H 1.667 -0.672 1.877 0.6256
H 2.195 0.509 0.588 0.5107
H 1.223 2.619 -0.655 0.0955
H 1.191 1.073 -1.645 0.7183
H -1.000 2.739 -1.824 0.2284
H -1.208 3.686 -4.376 0.2504
H -0.613 2.333 -5.567 0.2632
H -2.176 2.112 -4.222 0.4466
H -4.129 0.836 1.048 0.3365
H -4.571 -0.812 2.744 0.0828
H -2.432 -2.009 3.810 0.3921
H -0.076 -1.658 2.830 0.0883
```

LUMO = 0.027 hartree
Spin multiplicity = 1
SMILES string = CCCCCn1c(CNC(C)=O)nc2ccccc21
Charge = 0
Frontier orbital gap = 0.334 hartree

***

Short version: (B) is the least stable of them.

***

(A)
Density functional theory data (the ωB97M-V functional and the def2-TZVPD basis) for a molecular structure, C3H10NS.

XYZ file:
```
15
Properties=species:S:1:pos:R:3:mulliken_charge:R:1
C 1.459 0.138 0.813 -0.3273
N 1.502 0.546 2.209 -0.3797
H 1.774 -0.908 0.778 0.3324
H 1.772 0.933 0.095 0.3103
H 1.743 -0.308 2.757 0.2795
H 0.826 1.187 2.566 0.2565
C -0.077 0.988 -1.818 -0.9696
S -0.478 -0.100 0.122 0.0269
C -1.839 -1.391 -1.195 -0.6634
H 0.506 0.217 -2.338 0.4282
H -0.999 1.254 -2.318 0.3683
H 0.329 1.923 -1.576 0.3819
H -2.018 -2.211 -0.486 0.3369
H -1.165 -1.636 -2.070 0.3043
H -2.876 -1.093 -1.619 0.3148
```

LUMO = -0.220 hartree
Spin multiplicity = 1
Charge = +1
Frontier orbital gap = 0.307 hartree

***

(B)
Density functional theory data (the ωB97M-V functional and the def2-TZVPD basis) for 2 unconnected molecules or ions with the total composition C3H10NS.

XYZ file:
```
15
Properties=species:S:1:pos:R:3:mulliken_charge:R:1
C -4.715 2.823 1.064 -0.0102
N -5.946 2.570 0.978 -0.1400
H -4.382 3.620 1.715 0.2653
H -3.930 2.263 0.579 0.2832
H -6.348 1.878 0.348 0.3003
H -6.648 3.077 1.512 0.3013
C 2.788 -2.166 -0.248 -0.9823
C 3.652 -1.194 -1.045 -0.4588
S 5.419 -1.430 -0.733 -0.1985
H 3.065 -2.088 0.806 0.3021
H 2.984 -3.174 -0.559 0.3220
H 1.725 -1.931 -0.303 0.2943
H 3.517 -1.378 -2.104 0.2899
H 3.371 -0.170 -0.843 0.3231
H 5.449 -2.699 -1.166 0.1082
```

LUMO = -0.226 hartree
Spin multiplicity = 1
Charge = +1
Frontier orbital gap = 0.153 hartree

***

Short version: (A) is the least stable of them.

***

(A)
Density functional theory data (the ωB97M-V functional and the def2-TZVPD basis) for 2 unconnected molecules or ions with the total composition C3H10NS.

XYZ file:
```
15
Properties=species:S:1:pos:R:3:mulliken_charge:R:1
C 0.749 -0.626 -1.644 -1.0172
C -0.075 -1.153 -0.449 -0.3119
C 0.410 -0.594 1.856 -0.0705
N -0.107 -0.279 0.728 0.2552
H 0.171 0.074 -2.261 0.3230
H 1.687 -0.162 -1.334 0.3356
H 0.968 -1.481 -2.282 0.3347
H -1.095 -1.193 -0.820 0.2477
H 0.337 -2.119 -0.118 0.3099
H 0.248 0.064 2.696 0.2554
H 0.959 -1.531 1.876 0.2363
H -0.504 0.694 0.644 0.0091
S -0.629 2.842 0.249 -0.3873
H -1.738 2.501 -0.470 0.2477
H -1.382 2.962 1.330 0.2322
```

LUMO = -0.176 hartree
Spin multiplicity = 1
Charge = +1
Frontier orbital gap = 0.350 hartree

***

(B)
Density functional theory data (the ωB97M-V functional and the def2-TZVPD basis) for a gas-phase ion, C3H10NS (charge +1).

XYZ file:
```
15
Properties=species:S:1:pos:R:3:mulliken_charge:R:1
C -1.733 -0.945 -0.041 -0.2632
N -2.604 0.053 -0.626 -0.5057
H -1.731 -1.022 1.045 0.3392
H -1.923 -1.877 -0.575 0.3175
H -2.078 0.856 -0.946 0.2122
H -3.407 0.429 -0.136 0.2533
C 2.453 0.452 0.157 -0.8726
C 1.006 0.222 0.691 -0.5372
S 0.039 -0.721 -0.622 0.0802
H 2.468 0.468 -0.938 0.2802
H 3.170 -0.290 0.469 0.3340
H 2.616 1.476 0.495 0.3132
H 1.148 -0.489 1.499 0.3644
H 0.456 1.088 1.036 0.4485
H 0.122 0.299 -1.507 0.2362
```

LUMO = -0.143 hartree
Spin multiplicity = 1
Charge = +1
Frontier orbital gap = 0.380 hartree

***

Short version: (B) is the least stable of them.